The following is a quantum chemistry calculation of a 3-piece molecular cluster, C25H40ClO7P overall in a non-equilibrium geometry, from the Open Molecules 2025 dataset.

The value obtained for the HOMO energy is -9.200 eV. As for the largest force on an atom: 1.2 eV/A. For the calculated total energy, the calculation gives -2304.76195 hartree. The SMILES is CCCCCCCC1=CC(=O)c2cccc(P(O)Cl)c2C1=O.COCCOC.COCCOC. The HOMO-LUMO gap comes out at 8.407 eV. Its charge is 0.

Structure (XYZ):
```
74
Properties=species:S:1:pos:R:3:forces:R:3
C 0.73713 -2.12900 4.49140 0.4733 -0.3523 -0.3825
C 1.46984 -1.10267 3.60831 -0.0116 0.0911 0.4806
C 0.55630 -0.08981 2.92854 -0.2252 -0.1386 -0.2065
C -0.60919 -0.68804 2.10723 0.7938 0.5373 -0.0033
C -0.29630 -1.98620 1.37788 -1.1067 -0.3888 -0.3638
C -1.60939 -2.67576 0.89466 0.6447 -0.2901 -0.2119
C -1.89511 -4.03642 1.57457 -0.0397 0.2789 0.2237
C -3.20466 -4.09342 2.29483 -0.2152 -0.2129 -0.2572
C -4.07585 -5.09820 2.18613 0.1525 0.0933 -0.2884
C -5.36109 -5.07150 2.91797 0.1686 0.4370 0.0794
O -5.87286 -6.05102 3.39121 -0.4147 -0.5723 -0.0765
C -5.95696 -3.70949 3.05438 -0.0158 0.3091 0.0412
C -7.33040 -3.50163 3.06026 0.2747 0.2907 0.1398
C -7.80832 -2.19909 3.15889 0.2252 -0.1244 0.0028
C -6.92550 -1.12584 3.24740 -0.0214 -0.2010 0.0438
C -5.54016 -1.32288 3.26293 -0.6632 -0.2808 0.0262
P -4.41678 0.11080 3.35975 0.7517 -0.0955 0.2638
O -5.52801 1.23124 3.80010 -0.0209 -0.0248 -0.4590
Cl -4.19595 0.47598 1.29011 -0.2256 -0.0551 0.0583
C -5.06921 -2.63913 3.17435 0.0830 0.2810 -0.0240
C -3.60137 -2.98122 3.21075 -0.6790 -0.3199 -0.3222
O -2.83181 -2.44111 3.95661 0.5357 0.4383 0.2377
H 1.21037 -3.10528 4.36774 0.0012 -0.0870 0.0505
H 0.82193 -1.90447 5.55044 -0.2896 0.2184 0.0885
H -0.29954 -2.26152 4.19576 -0.1806 0.1319 0.2103
H 2.10036 -1.62087 2.88809 -0.0780 0.0006 -0.2276
H 2.15885 -0.54291 4.24274 0.1486 0.0190 -0.0397
H 1.14521 0.56044 2.27922 0.1530 -0.0135 0.0169
H 0.12336 0.55370 3.69632 -0.0163 0.1056 0.0375
H -0.85079 0.04792 1.33818 -0.2562 0.0760 0.0054
H -1.48828 -0.75471 2.74334 -0.0674 -0.3808 0.0293
H 0.24195 -2.71124 1.98282 0.1602 0.1195 0.1576
H 0.29373 -1.80886 0.47964 0.3119 0.2776 0.1569
H -1.49638 -2.87382 -0.17083 -0.1489 0.0031 -0.0989
H -2.45780 -1.99819 0.97284 -0.0787 0.0906 0.1397
H -1.09885 -4.25725 2.28728 0.0491 -0.0023 0.0676
H -1.88789 -4.83124 0.83260 0.0146 -0.1537 0.0227
H -3.87903 -5.94828 1.54743 0.0738 -0.2228 0.1438
H -7.99687 -4.34815 2.99009 -0.0501 -0.0572 0.0089
H -8.87491 -2.02617 3.16600 -0.0384 0.0815 -0.0187
H -7.31582 -0.12030 3.32306 0.0057 -0.0134 -0.0541
H -5.13021 2.09526 3.63408 -0.1515 0.1439 0.2371
C 1.46762 3.22545 -2.61244 0.0448 0.1009 -0.0298
O 1.65636 2.28080 -3.65525 -0.0791 -0.0668 0.2387
C 2.43860 1.16745 -3.25037 -0.0323 0.0306 -0.3637
C 1.58158 -0.04409 -2.95819 0.1159 -0.1097 0.2946
O 0.75307 0.16122 -1.82452 -0.0840 0.0821 -0.0917
C -0.58768 0.47185 -2.16325 -0.0196 -0.0510 0.1003
H 0.68679 3.91777 -2.92330 0.0168 -0.0197 -0.0809
H 1.15889 2.74295 -1.68241 0.0135 -0.0240 -0.0049
H 2.39050 3.79152 -2.44448 -0.0148 0.0100 0.0543
H 3.05251 1.42169 -2.38076 -0.0321 -0.0190 0.0409
H 3.11214 0.92698 -4.08052 0.0273 -0.0254 0.0328
H 2.23677 -0.89101 -2.73045 0.0111 0.0011 -0.0420
H 0.98120 -0.30822 -3.83389 -0.0052 0.0510 -0.0256
H -1.11090 -0.42468 -2.51405 -0.0300 0.0363 -0.0519
H -0.64274 1.24776 -2.93005 0.0116 -0.0085 -0.0158
H -1.08208 0.83244 -1.26179 0.0286 -0.0398 0.0283
C 7.42507 5.06963 -5.57471 0.0394 -0.0440 -0.0237
O 7.34676 3.84331 -4.87067 -0.0900 0.1163 -0.0053
C 7.01153 4.00307 -3.50146 0.1220 -0.2789 -0.0822
C 5.55274 3.69724 -3.24216 -0.1238 0.2462 0.1582
O 4.69704 4.64073 -3.86589 0.0761 -0.0450 -0.1240
C 4.12226 4.16130 -5.07341 -0.0976 -0.0497 0.0029
H 7.45972 4.83808 -6.63810 0.0315 -0.0429 0.0121
H 6.55673 5.70340 -5.38062 0.0043 0.0077 0.0194
H 8.33860 5.60963 -5.30305 -0.0338 0.0586 0.0041
H 7.25556 5.01278 -3.15782 -0.0430 0.0261 -0.0054
H 7.62514 3.29551 -2.93466 -0.0112 0.0260 0.0362
H 5.36800 3.75652 -2.16405 0.0291 -0.0437 0.0044
H 5.31264 2.68096 -3.57078 0.0349 -0.0094 -0.0381
H 3.33581 3.43409 -4.85153 0.0129 -0.0186 -0.0922
H 4.87000 3.70609 -5.72749 0.0416 0.0132 0.0331
H 3.67599 5.00811 -5.59302 0.0089 0.0528 0.0813
```
Positions in Å, forces in eV/Å.



The following is a quantum chemistry calculation of C20H52FInO10PS7 as an isolated structure in a non-equilibrium geometry, from the Open Molecules 2025 dataset.

The value obtained for the HOMO energy is -3.635 eV. As for the largest force on an atom: 3.8 eV/A. For the calculated total energy, the calculation gives -4964.17347 hartree. The HOMO-LUMO gap comes out at 5.154 eV. Its charge is -1.

Structure (XYZ):
```
92
Properties=species:S:1:pos:R:3:forces:R:3
C 0.93047 -0.52766 -1.07690 -0.6058 -0.2406 -0.3448
C -0.21437 -1.32174 -1.79488 0.9422 1.2610 0.6703
C 0.00410 -1.22336 -3.27098 -0.8408 0.5646 1.8099
O 0.60879 -2.05703 -3.84423 1.3061 -2.0427 -1.8861
O -0.46737 -0.11716 -3.81101 -0.7179 0.4675 -0.2847
C -0.89450 -0.19714 -5.19247 -0.5323 0.2160 -1.0086
C -2.32175 -0.67485 -5.40462 -0.1322 0.4067 0.5099
In -3.65041 -0.50447 -3.63248 0.0743 -0.4662 -0.3662
F -5.56635 -0.57645 -4.35647 0.4662 -0.1329 0.2355
C -3.53384 -2.29304 -2.26773 -0.7788 1.0876 -0.8528
C -4.80897 -3.15914 -2.43989 0.4229 0.1609 0.1051
C -4.36053 -4.57227 -2.56819 -0.7508 2.1602 -1.8475
O -4.24937 -5.30759 -1.67278 0.2675 -2.6343 2.6641
O -4.06831 -4.98197 -3.84630 0.7069 -0.2903 -0.3633
P -3.42476 1.67758 -2.34057 -1.1314 0.0968 -0.4907
S -4.93267 2.92339 -2.76688 0.0006 0.2938 -0.0953
H 1.35216 -1.11335 -0.27307 0.1158 -0.1413 0.2632
H 0.50701 0.37692 -0.66570 0.1066 0.3735 0.1170
H 1.72080 -0.28553 -1.77752 0.2342 0.1228 -0.0404
H -0.13353 -2.34440 -1.48613 -0.2967 -0.5640 -0.0865
H -1.14342 -0.86574 -1.48792 -0.4274 -0.1889 -0.0191
H -0.83982 0.81665 -5.56036 0.1581 0.4311 0.1750
H -0.21915 -0.77557 -5.81331 0.5354 -0.2321 0.4008
H -2.37163 -1.67377 -5.82301 0.1045 -0.3823 0.1113
H -2.74233 -0.03082 -6.16991 -0.2015 -0.0059 0.0446
H -2.63192 -2.81143 -2.55993 0.3741 -0.2698 0.1616
H -3.46069 -1.90146 -1.26535 0.2657 -0.2433 0.4012
H -5.41840 -3.09793 -1.54787 -0.1371 0.0606 0.1909
H -5.40909 -2.85146 -3.28533 -0.1292 0.0407 -0.2809
H -3.32504 -4.44611 -4.16023 -0.3537 0.1517 -0.2601
H -2.18749 2.33217 -2.53660 0.0995 -0.2488 0.5076
H -3.56663 1.36722 -0.97916 0.6773 0.0429 -0.0388
C -2.36351 1.14893 2.96020 0.0717 -0.1512 0.0233
S -2.50968 2.55478 1.84795 -0.1005 0.0336 0.0588
O -1.98873 2.12163 0.52495 0.2830 -0.0074 0.1693
C -1.21227 3.52794 2.61766 0.1397 0.2044 -0.0776
H -3.06297 0.38375 2.62802 -0.0147 0.0409 -0.0524
H -1.34672 0.75652 2.92740 0.0178 0.0688 -0.0213
H -2.61775 1.46093 3.97386 -0.0131 0.0351 -0.0148
H -0.27988 2.96524 2.60537 -0.1774 -0.0323 0.0591
H -1.49166 3.76814 3.64436 -0.0158 -0.0302 0.0040
H -1.09613 4.45064 2.04971 -0.1542 -0.0172 -0.0536
C 3.62335 0.98232 3.86028 0.0647 -0.0930 0.0538
S 2.50351 2.28707 3.36303 0.2987 -0.1299 -0.1505
O 1.11922 1.84279 3.71223 0.1057 -0.1549 0.0322
C 2.70456 2.05799 1.59345 -0.0390 0.0033 -0.0962
H 3.61757 0.92560 4.94916 -0.0330 0.0820 -0.0013
H 3.28796 0.03209 3.44310 -0.0898 0.0507 -0.0353
H 4.63035 1.22129 3.51267 -0.0718 -0.0017 0.0433
H 2.42846 1.03900 1.32209 -0.0413 -0.0003 0.0519
H 3.74180 2.25717 1.32365 0.0129 0.0089 0.0612
H 2.05047 2.76254 1.08236 -0.0313 -0.0069 0.0385
C -2.11459 2.41023 -10.06426 0.0972 0.1209 -0.0427
S -2.45056 0.68607 -9.67070 -0.0492 -0.0422 -0.0755
O -2.83444 0.63093 -8.24335 0.0388 0.1171 -0.1701
C -0.74063 0.13262 -9.77796 0.1416 0.0386 -0.0323
H -3.05486 2.95480 -10.00870 -0.0324 -0.0638 0.0296
H -1.41073 2.82288 -9.34100 -0.0193 -0.0560 0.0407
H -1.71018 2.48245 -11.07473 -0.0151 -0.0259 -0.0027
H -0.12707 0.69474 -9.07324 -0.0605 0.0082 0.0363
H -0.37630 0.27257 -10.79654 -0.0239 -0.0110 -0.0054
H -0.71510 -0.92473 -9.52266 -0.0691 0.0052 0.0231
C 1.02976 2.09866 9.28065 -0.0139 0.0590 0.1211
S 1.83798 1.60857 7.74943 -0.0999 -0.0389 -0.0710
O 3.29201 1.88731 7.91339 0.0064 0.0613 0.0145
C 1.15787 2.92663 6.74117 0.0702 0.2044 0.0640
H 1.35518 1.41943 10.06629 0.0285 -0.0302 -0.0456
H 1.31504 3.11904 9.53798 0.0378 -0.0027 -0.0547
H -0.05096 2.02409 9.15997 0.0069 -0.0220 -0.0333
H 1.43261 3.89400 7.16491 0.0442 -0.0612 0.0835
H 0.07386 2.82687 6.69172 0.0110 -0.0756 -0.0629
H 1.57450 2.82390 5.74223 -0.1624 -0.0450 0.0903
C -2.80301 -5.55234 3.75559 -0.1115 -0.0434 0.0840
S -1.66851 -4.84201 2.55153 0.0593 -0.0930 -0.0755
O -2.06954 -3.42662 2.35644 -0.0436 0.0118 0.0593
C -2.28335 -5.78171 1.14763 -0.0910 -0.0266 -0.0217
H -2.61880 -5.07299 4.71524 0.0469 0.0339 -0.0301
H -3.83163 -5.36694 3.44537 0.0302 0.0345 -0.0582
H -2.61847 -6.62349 3.84216 0.0241 0.0071 -0.0163
H -3.34639 -5.58954 1.00425 0.0215 0.0753 -0.0376
H -2.10931 -6.84402 1.32374 0.0404 0.0147 0.0204
H -1.73818 -5.46560 0.26117 -0.0050 0.0563 0.0166
C 9.27683 1.11829 2.60184 0.0718 0.0418 -0.1030
S 7.95718 1.25809 3.81436 0.0663 -0.0691 0.1138
O 6.69595 1.48271 3.05985 0.0861 0.0991 -0.1170
C 8.46686 2.85066 4.47320 0.0386 0.1124 -0.0102
H 9.12144 0.19887 2.04120 -0.0551 -0.0116 0.0425
H 9.24595 1.97034 1.92251 -0.0564 0.0134 0.0301
H 10.23761 1.07391 3.11479 -0.0190 -0.0134 0.0312
H 8.48905 3.59018 3.67253 -0.0331 -0.0450 -0.0339
H 9.45189 2.75413 4.93002 -0.0112 -0.0330 0.0125
H 7.74209 3.14820 5.22824 -0.0310 -0.0631 -0.0085
```
Positions in Å, forces in eV/Å.



The following is a quantum chemistry calculation of a 2-piece molecular cluster, C5H12N2O overall in a non-equilibrium geometry, from the Open Molecules 2025 dataset.

The value obtained for the HOMO energy is -8.316 eV. The energy relative to the best compared isomer or geometry (same formula, charge and spin) is 76.2 kcal per mole. As for the largest force on an atom: 3.1 eV/A. For the calculated total energy, the calculation gives -382.38117 hartree. The SMILES is C/C=C/O.N/C=C/N. The HOMO-LUMO gap comes out at 9.114 eV. Its charge is 0.

Structure (XYZ):
```
20
Properties=species:S:1:pos:R:3:forces:R:3
C -1.93172 -1.10008 0.57444 0.1110 2.3586 -1.9658
C -2.34273 -0.06409 -0.24801 0.9363 -0.6201 2.5158
N -2.72905 1.14810 0.49021 1.0915 -0.3378 -0.4084
N -1.23887 -2.23817 0.13818 -0.4195 -0.3899 -0.3610
H -1.97085 -0.97420 1.65712 -0.5809 0.2596 -0.1866
H -2.25112 0.00379 -1.34862 -0.0841 -0.5298 0.7180
H -3.52378 1.58984 0.07291 -0.3233 0.3420 -0.2603
H -1.95011 1.83718 0.52098 -0.8751 -0.7623 -0.1161
H -1.38173 -2.96992 0.80793 0.3121 -0.4423 0.0830
H -0.25092 -2.11547 -0.04232 -0.0902 0.1729 -0.0207
C 1.55525 1.86638 0.13522 -0.6871 0.4514 0.1764
C 1.87114 0.43837 0.28867 0.6169 -2.1477 -1.6035
C 2.12312 -0.35457 -0.78226 0.4586 0.0467 1.3449
O 2.75680 -1.58528 -0.57806 -0.7088 0.3367 -0.2358
H 2.22687 2.47333 0.76117 -0.2428 -0.0768 -0.2546
H 1.66887 2.16472 -0.91598 -0.1002 0.0667 0.3465
H 0.52147 2.04312 0.46077 0.1692 0.3669 -0.0564
H 1.95437 -0.06632 1.25698 0.2730 0.5308 -0.1428
H 1.87938 -0.13010 -1.82436 0.3362 0.2890 0.3172
H 3.01361 -1.96663 -1.42498 -0.1928 0.0854 0.1104
```
Positions in Å, forces in eV/Å.